Computed, not measured: C55H38Br2ClIInN3O2P2S as an isolated structure, with ωB97M-V with the def2-TZVPD basis set.

Atoms and positions in Å:
In: -0.6872 0.9111 -0.5805
O: 0.0646 2.4886 3.0640
S: 0.1656 1.2072 2.3218
C: 1.9085 0.7733 2.2708
C: 2.5702 0.7415 3.4917
C: 3.9237 0.4566 3.5309
C: 4.6156 0.2031 2.3525
C: 3.9600 0.2632 1.1350
C: 2.5953 0.5512 1.0789
P: 1.8632 0.8466 -0.5494
C: 2.5833 2.4181 -1.0753
C: 2.1355 3.5663 -0.4188
C: 2.6718 4.8025 -0.7384
C: 3.6553 4.8976 -1.7154
C: 4.1184 3.7556 -2.3534
C: 3.5912 2.5120 -2.0323
C: 2.3542 -0.4868 -1.6578
C: 2.2620 -0.3101 -3.0400
C: 2.4902 -1.3776 -3.8913
C: 2.8005 -2.6285 -3.3732
C: 2.8904 -2.8087 -2.0015
C: 2.6672 -1.7427 -1.1416
C: -0.4078 -0.0794 3.4376
C: -0.6817 0.3142 4.7397
C: -1.0386 -0.6533 5.6663
C: -1.0987 -1.9893 5.2886
C: -0.8373 -2.3583 3.9779
C: -0.5129 -1.4010 3.0170
P: -0.1761 -1.8488 1.2727
C: -1.6439 -2.8040 0.7641
C: -2.7977 -2.9438 1.5332
C: -3.8776 -3.6721 1.0522
C: -3.8154 -4.2764 -0.1949
C: -2.6756 -4.1301 -0.9738
C: -1.6055 -3.3830 -0.5070
C: 1.1287 -3.1144 1.5354
C: 1.1271 -4.3598 0.9141
C: 2.1980 -5.2298 1.0833
C: 3.2831 -4.8654 1.8656
C: 3.2858 -3.6296 2.4995
C: 2.2171 -2.7626 2.3377
H: 2.0234 0.9442 4.4043
H: 4.4406 0.4345 4.4812
H: 5.6731 -0.0238 2.3810
H: 4.5129 0.0960 0.2182
H: 1.3866 3.4946 0.3661
H: 2.3326 5.6890 -0.2179
H: 4.0756 5.8627 -1.9660
H: 4.9025 3.8293 -3.0953
H: 3.9757 1.6253 -2.5169
H: 2.0299 0.6610 -3.4548
H: 2.4313 -1.2331 -4.9623
H: 2.9777 -3.4607 -4.0418
H: 3.1364 -3.7785 -1.5894
H: 2.7399 -1.8999 -0.0748
H: -0.6004 1.3588 5.0123
H: -1.2527 -0.3653 6.6870
H: -1.3525 -2.7472 6.0180
H: -0.8833 -3.4022 3.6916
H: -2.8696 -2.4862 2.5106
H: -4.7668 -3.7754 1.6615
H: -4.6547 -4.8531 -0.5620
H: -2.6240 -4.5829 -1.9564
H: -0.7438 -3.2291 -1.1483
H: 0.2887 -4.6749 0.3095
H: 2.1743 -6.2015 0.6069
H: 4.1138 -5.5463 1.9962
H: 4.1166 -3.3450 3.1329
H: 2.2267 -1.8122 2.8578
Cl: -6.9174 -1.9580 -1.8101
C: -5.2531 -1.4977 -1.8669
C: -4.4887 -1.8334 -2.9441
C: -3.1162 -1.5172 -2.9838
I: -1.9504 -2.2035 -4.5607
C: -2.4958 -0.8422 -1.9568
O: -1.2007 -0.6007 -1.9166
C: -3.3196 -0.4388 -0.8577
N: -2.7111 0.2736 0.1360
C: -3.3810 0.5634 1.2358
C: -4.7198 0.2072 1.4116
C: -5.3738 -0.4438 0.3984
C: -4.6828 -0.7920 -0.7778
H: -4.9360 -2.3756 -3.7663
H: -2.8512 1.0916 2.0184
H: -5.2218 0.4628 2.3337
H: -6.4178 -0.7105 0.4963
Br: -1.9137 7.6865 0.4260
C: -1.6420 5.8568 0.1822
C: -1.8785 4.9640 1.2123
C: -1.6533 3.6245 0.9695
N: -1.2163 3.1481 -0.2014
C: -1.0052 4.0195 -1.2059
C: -1.2101 5.3765 -1.0458
C: -0.6079 3.4429 -2.5193
C: -0.2585 4.2280 -3.6016
C: -0.0168 3.6068 -4.8198
Br: 0.4598 4.6329 -6.3068
C: -0.1466 2.2322 -4.9257
C: -0.4627 1.5185 -3.7843
N: -0.6673 2.1073 -2.6032
H: -2.2200 5.2919 2.1831
H: -1.8068 2.9187 1.7670
H: -1.0590 6.0644 -1.8630
H: -0.1758 5.3011 -3.5242
H: -0.0010 1.7219 -5.8671
H: -0.5619 0.4410 -3.7962

Output
Net charge = +2
Energy relative to the best compared isomer or geometry (same formula, charge and spin) = 0.00 kcal/mol
Kohn-Sham gap = 6.708 eV
E_HOMO = -12.284 eV
Electronic energy = -9610.02925 a.u.

=====

Computed, not measured: C55H41CdF3GeN6O2S3 as an isolated structure, with ωB97M-V with the def2-TZVPD basis set.

Atoms and positions in Å:
Cd: 0.0174 0.9984 1.4149
C: 1.1352 -3.2096 5.0989
C: 1.3276 -1.8870 5.4765
C: 0.5803 -0.8703 4.8919
C: -0.3850 -1.1692 3.9331
C: -0.5643 -2.4986 3.5394
C: 0.1879 -3.5074 4.1235
N: -1.0647 -0.1124 3.2858
C: -2.3608 -0.1439 3.1330
C: -3.2544 -1.0700 3.8139
C: -4.5913 -0.9756 3.6794
C: -5.2176 0.0154 2.8405
C: -4.4490 0.9118 2.1905
C: -3.0200 0.8667 2.3039
N: -2.2149 1.7320 1.7001
N: -2.6795 2.7618 1.1009
C: -1.6562 3.6022 0.6615
C: -2.0464 4.8188 0.0776
C: -1.0828 5.7416 -0.2520
C: 0.2609 5.4546 -0.0049
C: 0.5637 4.2200 0.5272
N: -0.3622 3.3073 0.8448
H: 1.7302 -3.9998 5.5438
H: 2.0786 -1.6387 6.2193
H: 0.7567 0.1690 5.1446
H: -1.2797 -2.7199 2.7504
H: 0.0460 -4.5308 3.7922
H: -2.8206 -1.8366 4.4404
H: -5.2209 -1.6862 4.2005
H: -6.2940 0.0154 2.7245
H: -4.8755 1.6642 1.5419
H: -3.1036 4.9954 -0.0780
H: -1.3678 6.6859 -0.7019
H: 1.0520 6.1499 -0.2516
H: 1.5923 3.9228 0.6903
F: 3.2157 -7.9172 -0.4703
C: 2.0870 -7.6923 0.2536
F: 2.3256 -8.2162 1.4848
F: 1.1076 -8.4341 -0.3053
C: 1.7455 -6.2424 0.3174
C: 2.6706 -5.3632 0.8705
C: 2.3794 -4.0140 0.9451
C: 1.1626 -3.5146 0.4590
C: 0.2341 -4.4127 -0.0786
C: 0.5291 -5.7667 -0.1502
C: 0.8463 -2.1219 0.5642
C: 0.4518 -0.9737 0.6424
H: 3.6158 -5.7356 1.2495
H: 3.0834 -3.3225 1.3914
H: -0.7286 -4.0354 -0.4103
H: -0.2006 -6.4510 -0.5629
S: -8.0586 -4.6307 2.2104
C: -6.8206 -3.8802 1.3365
S: -5.2049 -3.9035 1.9387
C: -4.5906 -2.9873 0.5907
N: -5.5483 -2.6795 -0.2477
N: -6.7963 -3.1805 0.1760
C: -7.8777 -2.8570 -0.7191
C: -9.2041 -3.2167 -0.4747
C: -10.1979 -2.8688 -1.3843
C: -9.9032 -2.1658 -2.5400
C: -8.5826 -1.8077 -2.7796
C: -7.5768 -2.1434 -1.8873
S: -2.9455 -2.5472 0.5253
H: -9.4490 -3.7611 0.4182
H: -11.2207 -3.1610 -1.1684
H: -10.6855 -1.8988 -3.2423
H: -8.3192 -1.2542 -3.6747
H: -6.5548 -1.8598 -2.0747
O: 2.0511 1.7142 2.5327
C: 2.7235 1.8244 1.4751
O: 2.2211 1.6868 0.3180
C: 4.2141 2.1227 1.5004
C: 4.6366 3.1007 0.3940
Ge: 3.8896 2.6786 -1.3664
C: 5.0222 3.7960 -2.5865
C: 5.9304 4.7555 -2.1336
C: 6.6657 5.5448 -3.0189
C: 6.5082 5.3863 -4.3881
C: 5.6052 4.4405 -4.8657
C: 4.8737 3.6666 -3.9741
C: 2.1252 3.2015 -2.0184
C: 1.0455 2.3108 -2.0058
C: -0.2113 2.7055 -2.4441
C: -0.4184 4.0054 -2.8970
C: 0.6431 4.8982 -2.9277
C: 1.9053 4.4918 -2.4991
C: 4.3678 0.8433 -1.8566
C: 5.5122 0.6088 -2.6260
C: 5.8798 -0.6797 -3.0018
C: 5.0966 -1.7631 -2.6240
C: 3.9576 -1.5496 -1.8564
C: 3.6036 -0.2629 -1.4644
H: 4.6983 1.1533 1.3314
H: 4.5137 2.4643 2.4909
H: 5.7203 3.0588 0.2472
H: 4.3975 4.1376 0.6612
H: 6.0761 4.9036 -1.0675
H: 7.3612 6.2832 -2.6347
H: 7.0802 5.9955 -5.0795
H: 5.4684 4.3099 -5.9340
H: 4.1635 2.9430 -4.3690
H: 1.1653 1.3049 -1.6170
H: -1.0352 2.0013 -2.4056
H: -1.4076 4.3190 -3.2133
H: 0.4902 5.9158 -3.2722
H: 2.7250 5.2041 -2.5360
H: 6.1310 1.4411 -2.9468
H: 6.7736 -0.8325 -3.5973
H: 5.3698 -2.7686 -2.9258
H: 3.3344 -2.3843 -1.5552
H: 2.7190 -0.1377 -0.8421

Output
Net charge = -2
Kohn-Sham gap = 5.981 eV
E_HOMO = -2.361 eV
Electronic energy = -6338.41788 a.u.

=====

Computed, not measured: C55H41Cl7IrN6P as an isolated structure at a distorted geometry, with ωB97M-V with the def2-TZVPD basis set.

Atoms and positions in Å:
Ir: 0.3606 0.7333 0.2179
C: -3.0283 -3.5156 0.6257
N: -2.6047 -2.1144 0.6355
C: -1.3744 -1.6680 0.3277
N: -1.3613 -0.3310 0.3821
C: -2.6364 0.0863 0.7042
C: -3.4132 -1.0325 0.8981
C: -4.8520 -1.1345 1.1813
C: -5.7496 -0.3505 0.4550
C: -7.1093 -0.4499 0.6959
C: -7.5835 -1.3271 1.6631
C: -6.6942 -2.0973 2.4001
C: -5.3327 -2.0026 2.1612
C: -3.0848 1.4806 0.8437
C: -3.0857 2.3351 -0.2581
C: -3.5956 3.6207 -0.1462
C: -4.1066 4.0599 1.0685
C: -4.1292 3.2033 2.1649
C: -3.6315 1.9158 2.0517
P: 0.0549 -2.7285 -0.0652
C: 0.5961 -1.7475 -1.5051
N: 0.8838 -0.4391 -1.4901
C: 1.2741 -0.0921 -2.7569
C: 1.1770 -1.2053 -3.5658
N: 0.7731 -2.2344 -2.7495
C: 0.5739 -3.6231 -3.1588
C: 1.5577 -1.3757 -4.9746
C: 2.7773 -0.8580 -5.4149
C: 3.1673 -1.0295 -6.7322
C: 2.3466 -1.7149 -7.6185
C: 1.1261 -2.2191 -7.1893
C: 0.7302 -2.0495 -5.8723
C: 1.6688 1.2727 -3.1301
C: 2.7065 1.9142 -2.4546
C: 3.1127 3.1843 -2.8365
C: 2.4832 3.8232 -3.8973
C: 1.4530 3.1862 -4.5785
C: 1.0518 1.9138 -4.2049
C: 1.1465 -1.9569 1.1786
N: 1.3864 -0.6556 1.1834
C: 2.3290 -0.3627 2.1248
C: 2.6178 -1.5356 2.7948
N: 1.8847 -2.5225 2.1532
C: 1.8910 -3.9426 2.5078
C: 3.5095 -1.8349 3.9251
C: 3.2375 -1.2914 5.1812
C: 4.0655 -1.5809 6.2540
C: 5.1666 -2.4085 6.0759
C: 5.4396 -2.9526 4.8276
C: 4.6115 -2.6714 3.7530
C: 2.8559 0.9925 2.0992
C: 3.6306 1.5722 3.1032
C: 4.0983 2.8701 2.9603
C: 3.8289 3.6094 1.8144
C: 3.1028 3.0336 0.7772
C: 2.6509 1.7383 0.9326
H: -2.4349 -4.0646 -0.1003
H: -2.9060 -3.9579 1.6123
H: -4.0750 -3.5559 0.3379
H: -5.3843 0.3195 -0.3131
H: -7.8021 0.1512 0.1234
H: -8.6465 -1.4103 1.8423
H: -7.0603 -2.7672 3.1659
H: -4.6464 -2.5799 2.7691
H: -2.7529 1.9611 -1.2185
H: -3.6253 4.2692 -1.0125
H: -4.5162 5.0575 1.1550
H: -4.5602 3.5334 3.1013
H: -3.6595 1.2438 2.9024
H: 1.2841 -3.8605 -3.9460
H: 0.7497 -4.2764 -2.3079
H: -0.4401 -3.7639 -3.5289
H: 3.4302 -0.3423 -4.7225
H: 4.1177 -0.6366 -7.0660
H: 2.6586 -1.8562 -8.6441
H: 0.4786 -2.7387 -7.8822
H: -0.2444 -2.4019 -5.5596
H: 3.2495 1.3857 -1.6804
H: 3.9428 3.6618 -2.3324
H: 2.8116 4.8045 -4.2112
H: 0.9697 3.6794 -5.4109
H: 0.2541 1.4142 -4.7407
H: 2.1309 -4.0299 3.5636
H: 0.9059 -4.3625 2.3213
H: 2.6372 -4.4775 1.9240
H: 2.3718 -0.6535 5.3170
H: 3.8505 -1.1666 7.2291
H: 5.8156 -2.6284 6.9124
H: 6.3014 -3.5907 4.6902
H: 4.8398 -3.0791 2.7757
H: 3.8585 1.0210 4.0022
H: 4.6873 3.3075 3.7549
H: 4.2175 4.6128 1.7081
H: 2.9362 3.5682 -0.1487
H: 2.2455 1.2687 -0.0081
Cl: -0.5119 -0.1434 3.7873
C: -0.4847 1.4264 3.1481
C: -0.1913 1.7798 1.8251
C: -0.4058 3.2303 1.7468
Cl: -0.0495 2.9445 -0.8689
C: -0.3246 3.8958 0.5776
Cl: -0.4867 5.5357 0.2800
C: -0.7509 3.6968 3.0804
Cl: -1.1021 5.2464 3.5619
C: -0.8029 2.5642 3.9143
Cl: -1.2149 2.5726 5.5380
Cl: -2.1732 -0.3700 -2.6973
C: -3.2285 -0.1439 -4.1303
Cl: -3.0127 -1.4425 -5.2895
H: -2.9515 0.7974 -4.5904
H: -4.2542 -0.1391 -3.7809

Output
<S²> = 0.7648
Net charge = +3
Energy relative to the best compared isomer or geometry (same formula, charge and spin) = 8.72 kcal/mol
Spin multiplicity = 2
Kohn-Sham gap (spin up / spin down) = 5.639 / 4.634 eV
E_HOMO (spin up / spin down) = -14.779 / -14.778 eV
Electronic energy = -6115.25420 a.u.

=====

Computed, not measured: C55H43N10O3PS2Sc as an isolated structure, with ωB97M-V with the def2-TZVPD basis set.

Atoms and positions in Å:
Sc: 0.2780 -0.2270 0.9327
C: 6.3049 -0.9979 -2.1064
C: 5.8243 -2.2724 -2.4420
C: 4.5894 -2.7128 -1.9971
C: 3.8449 -1.8452 -1.2067
C: 2.5596 -1.9847 -0.5334
N: 1.8518 -3.1018 -0.5998
C: 0.7735 -3.3043 0.1253
C: 0.0395 -4.5695 0.0907
C: 0.1648 -5.7036 -0.6985
C: -0.7322 -6.7362 -0.4780
C: -1.7184 -6.6416 0.5122
C: -1.8314 -5.5118 1.3064
C: -0.9403 -4.4751 1.0732
C: -0.7758 -3.1591 1.6881
N: -1.4647 -2.7919 2.7466
C: -1.2114 -1.6626 3.3968
N: -0.3001 -0.7067 3.0847
C: -0.3027 0.2186 4.0891
N: 0.4629 1.2857 4.2176
C: 1.3988 1.5924 3.3451
N: 1.7607 0.9025 2.2266
C: 2.8061 1.5513 1.6500
N: 3.5337 1.1611 0.6233
C: 3.3256 0.0098 0.0079
N: 2.2853 -0.8554 0.1719
C: 4.3243 -0.5810 -0.8723
C: 5.5627 -0.1374 -1.3173
C: 3.1047 2.7714 2.3966
C: 4.0223 3.7940 2.1968
C: 4.0234 4.8380 3.1058
C: 3.1408 4.8533 4.1947
C: 2.2342 3.8272 4.3968
C: 2.2245 2.7888 3.4748
C: -1.3010 -0.1393 5.0860
C: -1.7137 0.4669 6.2673
C: -2.7247 -0.1472 6.9838
C: -3.3083 -1.3441 6.5397
C: -2.8915 -1.9513 5.3692
C: -1.8806 -1.3279 4.6462
N: 0.2152 -2.4761 1.0532
H: 7.2731 -0.6850 -2.4785
H: 6.4353 -2.9192 -3.0600
H: 4.2103 -3.6967 -2.2408
H: 0.9296 -5.7624 -1.4615
H: -0.6770 -7.6339 -1.0814
H: -2.4033 -7.4688 0.6533
H: -2.5875 -5.4265 2.0762
H: 5.9236 0.8470 -1.0495
H: 4.6953 3.7713 1.3498
H: 4.7135 5.6626 2.9765
H: 3.1717 5.6878 4.8848
H: 1.5458 3.8263 5.2323
H: -1.2559 1.3891 6.6003
H: -3.0783 0.2999 7.9048
H: -4.0984 -1.7941 7.1280
H: -3.3300 -2.8757 5.0163
C: -4.7727 -1.7579 1.2755
C: -4.1287 -1.7096 -0.1095
C: -4.6197 -0.4850 -0.8868
C: -4.4593 -2.9837 -0.8794
N: -2.6658 -1.7388 0.0556
N: -2.0854 -0.5397 0.5556
H: -5.8489 -1.9227 1.1912
H: -4.6302 -0.8192 1.8179
H: -4.3277 -2.5611 1.8656
H: -5.7061 -0.5162 -0.9988
H: -4.1718 -0.4468 -1.8827
H: -4.3735 0.4463 -0.3735
H: -5.5393 -3.1095 -0.9713
H: -4.0428 -3.8521 -0.3649
H: -4.0328 -2.9468 -1.8854
H: -2.2253 -1.8813 -0.8515
H: -2.5029 -0.3056 1.4524
H: -2.2537 0.2559 -0.0671
S: -1.7388 2.1322 -2.6592
P: -0.5778 0.6204 -3.1703
S: -0.3580 -0.9476 -1.9231
C: -1.2653 -0.1055 -4.7050
C: -2.3285 -0.9999 -4.6148
C: -2.9176 -1.5103 -5.7598
C: -2.4469 -1.1369 -7.0129
C: -1.3872 -0.2486 -7.1102
C: -0.7999 0.2665 -5.9612
C: 1.0705 1.1755 -3.7209
C: 2.0304 0.2349 -4.0849
C: 3.2561 0.6469 -4.5773
C: 3.5456 2.0022 -4.6807
C: 2.6007 2.9420 -4.3007
C: 1.3595 2.5289 -3.8324
H: -2.6834 -1.3005 -3.6364
H: -3.7438 -2.2058 -5.6750
H: -2.9038 -1.5402 -7.9084
H: -1.0116 0.0470 -8.0824
H: 0.0249 0.9634 -6.0472
H: 1.8105 -0.8205 -3.9742
H: 3.9956 -0.0899 -4.8565
H: 4.5144 2.3214 -5.0470
H: 2.8244 3.9997 -4.3716
H: 0.6007 3.2473 -3.5450
O: -1.0886 3.9617 2.9823
C: -0.4862 4.5326 1.9088
C: -0.1948 5.8960 1.9035
C: 0.4275 6.4775 0.8140
C: 0.7715 5.7086 -0.2894
C: 0.4975 4.3532 -0.2776
C: -0.1297 3.7459 0.8085
C: -0.3060 2.2659 0.7638
O: -1.0253 1.6319 1.5735
O: 0.3847 1.6265 -0.0925
H: -1.1573 4.6215 3.6820
H: -0.4586 6.4946 2.7697
H: 0.6453 7.5386 0.8312
H: 1.2535 6.1596 -1.1465
H: 0.7550 3.7187 -1.1148

Output
Net charge = -1
Energy relative to the best compared isomer or geometry (same formula, charge and spin) = 0.53 kcal/mol
Kohn-Sham gap (spin up / spin down) = 4.974 / 4.965 eV
E_HOMO (spin up / spin down) = -3.899 / -3.898 eV
Electronic energy = -4793.92690 a.u.